(1)
A molecular structure, C34H16F18FeGeN7S4. Source: the OMol25 dataset; level of theory: ωB97M-V with the def2-TZVPD basis set.

The gap between HOMO and LUMO (spin up / spin down) comes out at 6.9 / 4.1 eV. As for the energy above the lowest of the compared OMol25 structures with the same formula, charge and spin: 0.00 kJ/mol. As for the HOMO energy (spin up / spin down): -13.29 / -13.19 eV. The charge is +2. Its spin multiplicity is 6. For the LUMO energy (spin up / spin down), the calculation gives -6.4 / -9.1 eV.

Structure (XYZ):
```
81
Properties=species:S:1:pos:R:3:forces:R:3
Fe -0.136873 -0.095345 0.351213 -0.1 0.0 0.4
N 2.590417 0.136529 -2.048369 0.0 0.0 0.0
C 2.954075 0.038462 -0.778294 0.0 0.0 0.0
N 2.107593 -0.042026 0.221093 0.0 0.0 0.0
C 2.761577 -0.267663 1.395899 -0.2 0.1 0.0
C 4.149422 -0.271620 1.309467 0.1 0.0 0.0
S 4.644583 -0.043069 -0.288408 0.0 0.0 0.0
C 1.962045 -0.516034 2.543524 0.0 0.0 0.0
C 2.415672 -0.843793 3.815427 0.0 0.0 0.0
S 1.117868 -1.115146 4.862653 0.0 0.0 0.0
C -0.002716 -0.765362 3.543571 0.1 0.0 -0.1
N 0.599991 -0.477975 2.395645 0.0 0.1 0.1
N -1.301464 -0.793210 3.718186 -0.1 0.1 0.0
H 1.623018 -0.042069 -2.280852 0.0 0.0 0.0
H 3.263016 0.125094 -2.797885 0.0 0.0 0.0
H 4.863253 -0.417284 2.103888 0.0 0.0 0.0
H 3.437438 -0.942002 4.146767 0.0 0.0 0.0
H -1.713598 -1.007084 4.612147 0.0 0.0 0.0
H -1.906072 -0.503414 2.937982 0.0 -0.1 0.0
F -0.861803 6.788589 0.472589 0.0 0.0 0.0
C -0.238154 6.261677 -0.585635 0.0 0.0 0.0
F 0.988247 6.791142 -0.646219 0.0 0.0 0.0
F -0.902503 6.613355 -1.684210 0.0 0.0 0.0
C -0.149697 4.756331 -0.441006 0.0 0.0 0.0
C -0.734069 3.904756 -1.360899 0.0 0.0 0.0
C -0.625818 2.541611 -1.151104 0.0 0.0 0.0
N 0.038769 2.018539 -0.116027 -0.2 0.0 0.0
C 0.603658 2.854315 0.763567 0.1 0.0 0.0
C 0.530457 4.226104 0.645607 0.0 0.0 0.0
H -1.270793 4.285418 -2.217528 0.0 0.0 0.0
H -1.096257 1.840802 -1.829969 0.0 0.0 0.0
H 1.135514 2.400789 1.592003 0.0 0.0 0.0
H 0.994122 4.866789 1.382898 0.0 0.0 0.0
F -1.505243 -6.864710 -0.485499 0.0 0.0 0.0
C -2.253952 -6.025135 0.234374 -0.1 0.0 -0.1
C -1.808709 -4.728681 0.446781 0.0 -0.1 0.0
C -2.607623 -3.944789 1.257435 0.1 0.0 0.1
F -2.213178 -2.704526 1.617670 0.1 0.0 0.1
C -3.807980 -4.382460 1.783561 0.0 0.0 0.0
F -4.533844 -3.572927 2.560366 0.0 0.0 -0.1
C -4.238276 -5.671467 1.517647 0.0 0.0 0.0
F -5.381902 -6.105561 2.016247 0.0 0.0 0.0
C -3.447859 -6.507291 0.741574 0.0 0.0 0.0
F -3.836761 -7.747604 0.497601 0.0 0.0 0.0
Ge -0.145228 -4.082021 -0.372727 -0.2 0.1 0.2
S -0.480028 -1.978270 -0.907623 0.1 0.0 -0.7
C 0.187224 -4.976540 -2.061452 0.1 0.0 0.0
C 1.460959 -5.284193 -2.507104 0.0 -0.1 0.0
F 2.524753 -4.984698 -1.745486 0.0 0.0 0.0
C 1.695821 -5.899661 -3.723024 -0.1 0.0 0.0
F 2.932187 -6.180670 -4.111354 0.0 0.0 0.0
C 0.619455 -6.217205 -4.537722 0.0 0.0 0.0
F 0.822557 -6.801872 -5.702689 0.0 0.0 0.0
C -0.671310 -5.907663 -4.131494 0.0 0.0 0.0
F -1.702171 -6.191924 -4.913923 0.0 0.0 0.0
C -0.860554 -5.291083 -2.910494 -0.1 0.1 0.0
F -2.117447 -4.973233 -2.553362 0.1 0.0 0.0
C 1.307325 -4.354250 0.920520 0.1 0.0 0.0
C 2.494056 -3.643603 0.854153 0.0 0.0 0.0
F 2.706511 -2.777335 -0.150999 0.0 0.0 0.0
C 3.510613 -3.791046 1.775803 -0.1 0.0 0.0
F 4.631873 -3.067041 1.672620 0.1 0.0 0.0
C 3.364835 -4.693729 2.818205 0.0 0.0 0.0
F 4.327492 -4.831679 3.713854 0.0 0.0 0.0
C 2.206953 -5.446548 2.906522 0.0 0.0 0.0
F 2.058792 -6.322628 3.887318 0.0 0.0 0.0
C 1.208207 -5.267924 1.960203 0.0 0.1 0.0
F 0.121647 -6.028002 2.083939 0.0 -0.1 0.1
C -5.675231 0.845830 1.339735 0.0 0.0 0.0
N -5.093989 -0.221374 0.536031 0.0 0.0 0.0
C -5.805369 -1.182338 -0.160964 0.0 0.0 0.0
C -4.907177 -1.961884 -0.797360 0.0 0.0 0.0
N -3.661682 -1.463300 -0.480918 0.1 0.1 -0.1
C -3.778289 -0.407116 0.331927 0.0 0.0 0.1
S -2.542089 0.585546 1.009209 0.0 0.0 0.0
H -6.741298 0.660887 1.431180 0.0 0.0 0.0
H -5.509081 1.808141 0.860088 0.0 0.0 0.0
H -5.221181 0.851009 2.327575 0.0 0.0 0.0
H -6.879429 -1.217667 -0.136033 0.0 0.0 0.0
H -5.037716 -2.813117 -1.440375 0.0 0.0 0.0
H -2.750881 -1.819155 -0.781156 -0.1 0.0 0.0
```
Positions in Å, forces in eV/Å.

(2)
A molecular structure, C34H19BrClN7O3PdSe at a distorted geometry. Source: the OMol25 dataset; level of theory: ωB97M-V with the def2-TZVPD basis set.

The gap between HOMO and LUMO (spin up / spin down) comes out at 5.3 / 5.3 eV. As for the energy above the lowest of the compared OMol25 structures with the same formula, charge and spin: 38.13 kJ/mol. As for the HOMO energy (spin up / spin down): -13.37 / -13.37 eV. The charge is +2. For the LUMO energy (spin up / spin down), the calculation gives -8.1 / -8.1 eV.

Structure (XYZ):
```
67
Properties=species:S:1:pos:R:3:forces:R:3
Pd 0.246732 -0.370065 -0.416837 -0.3 0.9 0.9
Cl 1.616536 -0.632757 6.368486 0.0 0.0 0.2
C 1.670370 -0.301357 4.695545 0.0 0.1 -0.2
C 2.800867 -0.663097 3.951021 -0.2 0.1 0.2
C 2.826697 -0.465231 2.591567 0.0 0.3 -0.2
C 1.743235 0.155671 1.942244 -0.1 -0.1 0.9
O 1.802802 0.444407 0.672520 -0.2 -0.5 -1.1
C 0.594070 0.501405 2.711800 0.2 0.1 -0.4
C -0.576759 1.016771 2.056251 0.2 -0.1 0.3
N -0.833346 0.863324 0.806548 0.2 -0.1 -0.4
C -1.988416 1.384451 0.173281 0.0 0.0 -0.1
C -2.629944 2.535142 0.549070 0.0 0.0 0.0
C -3.838533 2.906216 -0.073383 0.0 -0.1 -0.1
C -4.376679 2.127955 -1.059567 0.0 0.0 0.0
C -3.710605 0.956490 -1.494621 0.0 -0.1 -0.1
C -4.193592 0.127331 -2.535389 0.0 0.0 0.0
C -3.472035 -0.964822 -2.923558 0.0 0.0 0.0
C -2.246031 -1.229083 -2.287161 0.0 -0.2 -0.1
N -1.772690 -0.476982 -1.323457 0.5 0.1 0.0
C -2.489988 0.601207 -0.896763 -0.1 0.1 0.1
C 0.574956 0.291489 4.084151 0.2 -0.1 0.3
H 3.637720 -1.121727 4.459447 0.0 0.0 0.0
H 3.675596 -0.753490 1.987786 0.0 0.0 0.1
H -1.312500 1.525908 2.675570 0.0 0.0 -0.1
H -2.214356 3.166624 1.324077 0.0 0.0 0.0
H -4.336328 3.812947 0.239323 0.0 0.0 0.0
H -5.306121 2.408989 -1.537034 0.0 0.0 0.0
H -5.133786 0.370900 -3.013773 0.0 0.0 0.0
H -3.816024 -1.623609 -3.707243 0.0 0.0 0.0
H -1.646439 -2.084320 -2.578107 0.0 0.0 0.0
H -0.294496 0.535438 4.680700 0.0 0.0 0.0
Se 2.580113 0.098713 -7.608411 0.0 0.0 0.0
N 2.393157 -1.256549 -6.480781 0.0 0.0 0.0
C 2.006137 -0.753450 -5.336876 0.0 0.0 0.0
C 1.762960 -1.559464 -4.145641 0.0 0.0 0.0
C 1.973310 -2.941242 -4.088363 0.0 0.0 0.0
C 1.747643 -3.599745 -2.902017 0.0 0.0 0.0
C 1.314081 -2.886006 -1.786640 0.0 -0.1 0.2
N 1.105777 -1.576464 -1.837902 0.1 0.0 0.0
C 1.324823 -0.912839 -2.998779 0.1 0.0 0.0
C 1.139051 0.524941 -2.968975 0.1 0.1 0.0
N 0.738528 1.050513 -1.791935 -0.1 0.0 -0.2
C 0.656270 2.366063 -1.644998 0.0 0.0 0.1
C 0.936356 3.232836 -2.696138 0.0 0.0 0.0
C 1.304612 2.712998 -3.919402 0.0 0.0 0.0
C 1.421601 1.328709 -4.066836 0.0 0.0 0.0
C 1.844618 0.672138 -5.297315 0.0 0.0 0.0
N 2.102824 1.313316 -6.408103 0.0 0.0 0.0
H 2.317408 -3.461922 -4.972316 0.0 0.0 0.0
H 1.909868 -4.663904 -2.809567 0.0 0.0 0.0
H 1.156679 -3.365655 -0.832342 0.0 0.0 0.0
H 0.369085 2.728365 -0.667975 0.0 0.0 0.0
H 0.861921 4.298927 -2.539233 0.0 0.0 0.0
H 1.523108 3.353762 -4.763733 0.0 0.0 0.0
Br 1.755288 -4.786423 6.186040 0.0 0.0 0.0
C 0.594608 -3.958141 4.961332 0.0 0.0 0.0
C -0.726544 -3.700845 5.318071 0.0 0.0 0.0
N -1.589425 -3.101326 4.505133 0.0 0.0 0.0
C -1.162389 -2.732601 3.304697 0.0 0.0 0.0
C 0.138347 -2.944865 2.865319 0.0 0.0 0.0
C 1.040634 -3.580745 3.710952 0.0 0.0 0.0
C 0.635443 -2.414918 1.569393 0.1 0.0 -0.1
O -0.281688 -1.733034 0.894059 -0.1 -0.2 -0.1
O 1.791006 -2.537295 1.211595 -0.3 -0.2 -0.3
H -1.092971 -3.988671 6.296023 0.0 0.0 0.0
H -1.884279 -2.241803 2.662998 0.0 0.0 0.0
H 2.059129 -3.756395 3.391473 0.0 0.0 0.0
```
Positions in Å, forces in eV/Å.

(3)
A molecular structure, C34H19Cl4CrN4O4P at a distorted geometry. Source: the OMol25 dataset; level of theory: ωB97M-V with the def2-TZVPD basis set.

The gap between HOMO and LUMO (spin up / spin down) comes out at 6.8 / 6.6 eV. As for the energy above the lowest of the compared OMol25 structures with the same formula, charge and spin: 24.97 kJ/mol. As for the HOMO energy (spin up / spin down): -4.86 / -4.97 eV. The charge is -1. Its spin multiplicity is 4. For the LUMO energy (spin up / spin down), the calculation gives 1.9 / 1.7 eV.

Structure (XYZ):
```
67
Properties=species:S:1:pos:R:3:forces:R:3
Cr -0.116083 1.512255 0.375193 0.8 1.7 -0.6
O 1.673780 1.598466 3.969605 0.0 0.0 -0.1
C 1.332587 1.571011 2.801399 0.1 0.1 0.2
O 0.132744 1.578744 2.335766 -0.1 0.0 -0.1
C 2.385077 1.497685 1.709648 -0.2 -0.1 0.0
C 3.739629 1.465466 1.970643 0.2 0.0 0.0
C 4.621502 1.348451 0.908145 -0.3 0.0 0.0
C 4.103253 1.270240 -0.378664 0.2 0.0 0.2
C 2.735282 1.312801 -0.556951 -0.2 0.0 -0.2
N 1.886128 1.419652 0.468819 1.3 0.0 0.1
H 4.066639 1.535931 2.998446 0.0 0.0 0.0
H 5.688749 1.316033 1.083153 0.0 0.0 0.0
H 4.754472 1.178175 -1.236293 0.0 0.0 0.0
H 2.285325 1.259444 -1.540924 -0.1 0.0 0.0
Cl 0.029587 7.094245 -3.495267 0.0 0.1 0.0
C -0.002527 5.452570 -2.955276 0.0 -0.2 -0.1
C -0.024274 4.421893 -3.883619 0.0 0.1 0.1
Cl -0.013359 4.767424 -5.577119 0.0 0.0 -0.1
C -0.047854 3.093163 -3.440511 0.0 0.0 0.2
Cl -0.071325 1.775977 -4.562933 0.0 -0.1 0.0
C -0.053810 2.795604 -2.086445 0.0 0.6 0.0
O -0.071000 1.572394 -1.596092 0.1 -0.6 0.4
C -0.020326 3.851818 -1.125339 0.0 -0.2 -0.5
O -0.006027 3.488602 0.129325 0.0 -0.5 0.5
C 0.000058 5.166855 -1.583117 0.0 -0.1 0.0
Cl 0.031521 6.440928 -0.416179 0.0 0.0 0.1
N -2.022435 1.450058 0.410433 -1.7 0.0 0.2
C -3.141768 1.143053 0.427453 0.3 0.0 0.0
C -4.457363 0.746829 0.445680 -0.3 -0.1 0.0
C -5.135293 0.568974 1.673835 0.0 0.0 0.2
N -5.705652 0.420107 2.666213 0.0 0.0 0.0
C -5.141997 0.464513 -0.759284 0.0 0.0 -0.2
N -5.715662 0.214372 -1.729121 0.0 0.0 0.0
C 3.818182 -2.473946 -1.161865 0.0 0.0 0.0
C 2.747049 -2.301346 -2.025401 0.1 0.0 0.0
C 1.513689 -1.894261 -1.537915 -0.1 -0.1 0.1
C 1.333794 -1.663044 -0.175930 0.1 0.2 0.0
C 2.424408 -1.813584 0.682724 -0.1 0.0 0.0
C 3.653297 -2.227270 0.193771 0.0 0.0 0.1
P -0.222307 -0.917706 0.439402 -0.1 -1.1 -0.1
C -1.518933 -1.609582 -0.642074 0.0 0.1 0.0
C -1.754652 -0.978514 -1.866633 0.0 0.0 0.0
C -2.744054 -1.449270 -2.714205 0.0 0.0 0.0
C -3.521835 -2.535969 -2.342051 0.0 0.0 0.0
C -3.307662 -3.149478 -1.117844 0.0 0.0 0.0
C -2.311588 -2.690822 -0.268052 0.0 0.0 0.0
C -0.503552 -1.751926 2.039330 0.1 0.2 0.0
C -1.137490 -1.049039 3.062118 0.0 0.0 -0.1
C -1.353415 -1.654498 4.291576 0.0 0.0 0.1
C -0.937354 -2.957364 4.510810 0.0 0.0 0.0
C -0.332258 -3.674399 3.486474 0.0 0.0 0.0
C -0.122209 -3.077079 2.255331 0.0 0.0 -0.1
H 4.780123 -2.791981 -1.544027 0.0 0.0 0.0
H 2.870109 -2.475614 -3.086901 0.0 0.0 0.0
H 0.686768 -1.757873 -2.222348 0.0 0.0 0.0
H 2.313092 -1.602939 1.739388 0.0 0.0 0.0
H 4.485076 -2.351408 0.876320 0.0 0.0 0.0
H -1.185461 -0.094238 -2.134856 0.0 -0.1 0.0
H -2.928369 -0.942742 -3.652620 0.0 0.0 0.0
H -4.312400 -2.884926 -2.993313 0.0 0.0 0.0
H -3.933433 -3.976153 -0.805839 0.0 0.0 0.0
H -2.171671 -3.166718 0.693199 0.0 0.0 0.0
H -1.440137 -0.024066 2.904982 0.0 0.0 0.0
H -1.839746 -1.098526 5.082106 0.0 0.0 0.0
H -1.080920 -3.416553 5.480820 0.0 0.0 0.0
H -0.021507 -4.698748 3.649687 0.0 0.0 0.0
H 0.335786 -3.642141 1.453223 0.1 0.0 0.0
```
Positions in Å, forces in eV/Å.

(4)
A molecular structure, C34H19N10O4S2Yb. Source: the OMol25 dataset; level of theory: ωB97M-V with the def2-TZVPD basis set.

The gap between HOMO and LUMO comes out at 6.8 eV. As for the energy above the lowest of the compared OMol25 structures with the same formula, charge and spin: 0.00 kJ/mol. As for the HOMO energy: -2.56 eV. The charge is -2. Its spin multiplicity is 2. For the LUMO energy, the calculation gives 4.3 eV.

Structure (XYZ):
```
70
Properties=species:S:1:pos:R:3:forces:R:3
Yb -0.022399 0.489952 -0.644390 0.4 0.7 0.2
C -3.946357 2.947065 0.068625 0.0 0.0 0.0
C -4.261200 2.838265 1.420198 0.0 0.0 0.0
C -3.672152 1.844288 2.158159 0.0 0.0 0.1
C -2.730111 0.987387 1.564168 0.1 0.0 -0.1
N -2.338033 1.174118 0.292848 0.1 0.0 0.0
C -2.995742 2.093845 -0.436604 0.1 0.0 0.1
N -2.371981 -0.117501 2.307934 -0.2 0.1 -0.1
C -1.313411 -0.836465 2.208323 0.1 0.0 -0.1
N -0.139074 -0.644824 1.530814 0.0 -0.1 0.0
C 0.735729 -1.621278 1.938462 -0.2 0.1 -0.1
N 2.003838 -1.753976 1.770887 0.2 0.1 0.0
C 2.797288 -0.784200 1.174894 0.0 -0.1 -0.1
C 4.133923 -0.749598 1.603999 0.0 0.0 0.0
C 4.994873 0.192436 1.093825 0.0 0.0 0.0
C 4.523455 1.081889 0.134735 0.1 0.0 0.0
C 3.211015 0.963916 -0.261032 -0.1 0.0 0.0
N 2.359112 0.053886 0.232698 -0.2 0.0 0.2
C 0.021472 -2.613136 2.792597 0.1 0.1 0.0
C 0.430158 -3.789804 3.386416 0.0 -0.1 0.0
C -0.497709 -4.465384 4.175825 0.0 0.1 0.0
C -1.780683 -3.951564 4.372208 0.0 0.0 0.0
C -2.167627 -2.750645 3.783483 -0.1 -0.1 0.0
C -1.242642 -2.106024 2.988605 0.0 0.1 0.0
H -4.430623 3.661650 -0.582548 0.0 0.0 0.0
H -4.996880 3.494383 1.870324 0.0 0.0 0.0
H -3.936651 1.654572 3.189089 0.0 0.0 0.0
H -2.743909 2.123656 -1.484354 0.0 0.0 0.0
H 4.441674 -1.474200 2.344690 0.0 0.0 0.0
H 6.024473 0.234987 1.431772 0.0 0.0 0.0
H 5.154407 1.841318 -0.306042 0.0 0.0 0.0
H 2.820190 1.612756 -1.038362 0.0 0.0 0.1
H 1.434546 -4.166766 3.231426 0.0 0.0 0.0
H -0.221644 -5.402488 4.645983 0.0 0.0 0.0
H -2.482759 -4.497084 4.992312 0.0 0.0 0.0
H -3.157596 -2.333854 3.924674 0.0 0.0 0.0
O 1.128415 4.122036 1.857443 0.1 -0.1 0.0
C 0.722784 3.311968 1.022371 -0.2 -0.1 0.1
O 0.662624 2.046516 1.099994 0.0 0.0 -0.2
C 0.171013 3.860434 -0.285459 0.1 -0.1 -0.1
C -0.012597 5.210855 -0.523862 0.0 0.1 -0.1
C -0.555992 5.596285 -1.741023 0.0 -0.1 0.0
C -0.898446 4.626686 -2.674644 0.0 0.2 0.0
C -0.681434 3.301187 -2.352560 0.1 0.0 0.1
N -0.153093 2.940349 -1.186360 -0.1 -0.2 0.0
C -1.122751 2.154032 -3.252527 0.0 -0.1 0.1
O -1.606330 2.439238 -4.343330 0.0 -0.1 0.0
O -1.008200 1.009370 -2.703449 0.1 -0.1 0.3
H 0.272356 5.912426 0.247300 0.0 0.0 0.0
H -0.721917 6.645446 -1.957836 0.0 0.0 0.0
H -1.337807 4.857605 -3.635381 0.0 0.0 0.0
S 2.341251 1.747389 -3.392226 -0.3 0.1 -0.3
C 2.170362 0.080652 -3.249423 0.2 -0.6 0.3
N 1.513626 -0.617705 -2.331184 -0.1 0.2 -0.2
C 1.748253 -1.986929 -2.422388 -0.1 0.1 0.0
C 1.252091 -2.961095 -1.554572 0.0 0.0 0.0
C 1.587175 -4.289830 -1.755735 0.0 0.0 0.0
C 2.408645 -4.674838 -2.815349 0.0 0.1 0.0
C 2.911948 -3.718422 -3.685259 0.0 0.0 0.0
C 2.581744 -2.385885 -3.476615 0.1 0.0 -0.1
S 3.090932 -0.976722 -4.347209 0.0 0.1 -0.1
H 0.594283 -2.673972 -0.747846 0.0 0.0 0.0
H 1.199256 -5.041483 -1.077688 0.0 0.0 0.0
H 2.656320 -5.720571 -2.957197 0.0 0.0 0.0
H 3.558565 -4.000776 -4.508243 0.0 0.0 0.0
N -5.718037 -0.383434 -0.143264 0.1 -0.1 0.0
C -4.761713 -0.988329 -0.413532 0.2 0.2 0.0
N -3.757428 -1.768683 -0.724095 -0.2 -0.4 -0.1
C -2.516012 -1.509856 -0.859758 -0.1 0.2 0.1
N -1.356823 -1.395509 -0.985752 -0.3 0.0 -0.1
```
Positions in Å, forces in eV/Å.